Entry 1:
Here is a 13-piece molecular cluster, C24H71N2O14 overall at a distorted geometry from the OMol25 dataset. Energies are from ωB97M-V with the def2-TZVPD basis set.

E_LUMO in eV: 2.3
E_tot in hartree: -2119.6040
Relative energy (zero: lowest compared OMol25 entry of this formula, charge and spin) in eV: 1.025
Charge: -1
HOMO level in eV: -6.37

Last column: Mulliken charge in e.
Cartesian coordinates (Å):
C (-0.5396, 0.5051, -0.3775)  0.91
C (0.3604, 0.6881, 0.7845)  0.37
O (0.3494, 1.7731, 1.3915)  0.27
O (0.9994, -0.2989, 1.2575)  -1.18
H (-0.2176, -0.3369, -0.9285)  0.03
H (-0.5146, 1.3291, -1.0165)  -0.77
H (-1.6276, 0.3571, -0.0475)  -0.24
C (1.2864, 1.2211, 4.6915)  -0.24
O (1.2914, 2.4161, 3.9585)  -0.67
H (1.7034, 1.2401, 5.6715)  0.41
H (1.7074, 0.4441, 4.0995)  -0.15
H (0.2584, 0.8791, 4.7435)  0.14
H (0.9994, 2.1641, 3.0695)  0.04
C (-4.5406, 1.9891, -1.4535)  -0.81
O (-4.0916, 1.1531, -0.4965)  -0.53
H (-5.6216, 1.9461, -1.5615)  0.31
H (-4.0536, 2.0191, -2.3855)  0.37
H (-4.4336, 3.0701, -1.0785)  0.29
H (-3.6676, 1.5411, 0.2375)  0.11
C (0.6414, 2.1781, -3.0375)  -0.12
O (1.2324, 2.7941, -4.3145)  -0.67
H (1.0604, 2.4571, -2.0345)  0.02
H (0.6534, 1.1061, -3.0875)  0.09
H (-0.4366, 2.3891, -3.0305)  0.30
H (1.1554, 3.7831, -4.2835)  0.32
C (0.5494, -2.3249, -2.4745)  0.01
O (1.7464, -2.8399, -1.8635)  -0.60
H (-0.3796, -2.6069, -1.9245)  0.11
H (0.5254, -2.7199, -3.4635)  0.53
H (0.5234, -1.1819, -2.6505)  -0.30
H (1.9334, -2.6209, -0.9495)  -0.20
C (3.7574, 1.0981, 1.9705)  -0.59
O (3.0174, 1.7451, 1.1015)  -0.58
H (3.2214, 0.1361, 2.0845)  -0.07
H (3.7444, 1.5411, 2.9695)  0.38
H (4.7614, 0.8151, 1.7925)  0.43
H (2.0964, 1.6771, 1.4215)  0.29
C (-1.7436, -0.9339, 2.9265)  0.44
O (-2.4426, -2.0359, 3.5185)  -0.60
H (-2.0316, -0.9019, 1.8235)  0.07
H (-0.6846, -1.0329, 2.8275)  -0.56
H (-2.0086, 0.0351, 3.4595)  0.21
H (-3.3406, -2.0789, 3.0755)  0.40
C (-0.6196, 4.2681, -1.0705)  0.28
O (-0.3876, 4.9461, -2.2855)  -0.80
N (-1.8386, 3.8741, -0.8245)  0.03
N (0.3344, 3.8781, -0.2655)  -0.04
H (-2.6236, 4.0431, -1.5355)  0.19
H (-2.1256, 3.2471, -0.0535)  0.00
H (1.2834, 4.0691, -0.5235)  0.29
H (0.2924, 3.1301, 0.4575)  -0.37
C (-4.0846, 3.3791, 2.2075)  -1.64
C (-2.6126, 3.1381, 2.3195)  1.07
C (-2.0286, 2.9531, 3.6935)  -1.41
O (-2.2536, 2.2051, 1.5885)  0.53
H (-4.1696, 4.3861, 2.3845)  0.47
H (-4.7186, 2.8241, 2.9345)  0.37
H (-4.3646, 3.1241, 1.2105)  0.21
H (-2.1416, 3.9671, 1.8565)  0.61
H (-1.8696, 3.9541, 4.1205)  0.35
H (-1.1256, 2.4811, 3.7925)  0.18
H (-2.7256, 2.3971, 4.3435)  0.31
H (-1.2986, 2.0741, 1.6225)  -0.86
C (-4.5406, -0.3389, -4.3025)  -1.49
C (-3.0766, -0.1399, -4.6845)  0.25
C (-2.2066, -0.3579, -3.4605)  -0.41
O (-2.7336, -0.9779, -5.5095)  -0.48
H (-4.8716, -1.3159, -4.4845)  0.46
H (-5.0456, 0.3871, -4.9075)  0.41
H (-4.8216, -0.0639, -3.2815)  0.21
H (-3.0626, 0.8631, -4.9855)  0.37
H (-2.3236, 0.3581, -2.6845)  -0.06
H (-1.1396, -0.4359, -3.7035)  0.15
H (-2.3156, -1.4169, -2.9965)  0.24
H (-3.1686, -0.7899, -6.3915)  0.37
C (5.6994, 0.5751, -2.4325)  -1.97
C (4.6044, -0.1529, -1.6665)  1.00
C (3.1884, 0.0461, -2.2465)  -0.36
O (4.7574, -1.3599, -1.4415)  -0.72
H (5.5484, 1.6191, -2.5805)  0.38
H (5.8934, 0.1861, -3.3775)  0.48
H (6.6164, 0.5271, -1.8275)  0.44
H (4.5824, 0.3271, -0.6865)  -0.39
H (3.1104, 1.0751, -2.4965)  0.53
H (2.4994, -0.1589, -1.4375)  -0.51
H (3.0204, -0.5889, -3.0695)  0.29
H (4.1284, -1.6809, -0.7675)  0.11
C (-2.2516, -4.9209, 1.7685)  -1.74
C (-1.0396, -4.8359, 0.9415)  0.21
C (-0.2796, -3.4779, 1.0015)  -0.11
O (-0.1476, -5.7039, 1.0615)  -0.54
H (-2.6616, -5.8729, 1.7285)  0.54
H (-3.0806, -4.1359, 1.5945)  0.14
H (-2.0006, -4.9159, 2.7645)  0.46
H (-1.4576, -4.9779, -0.0245)  0.39
H (-0.0146, -3.2519, 2.0415)  0.29
H (-0.8946, -2.5989, 0.7575)  0.08
H (0.6614, -3.4249, 0.5025)  -0.14
H (-0.2046, -6.3119, 0.3255)  0.40
C (2.7824, -2.7819, 2.6055)  -1.88
C (3.5194, -2.4919, 1.3035)  0.93
C (4.2124, -3.6639, 0.8235)  -2.03
O (2.7724, -2.0609, 0.4425)  3.50
H (2.1514, -1.9679, 2.9375)  0.03
H (3.5554, -3.0189, 3.3095)  0.54
H (2.2544, -3.6859, 2.4305)  0.46
H (4.1494, -1.6219, 1.5475)  0.36
H (3.5754, -4.5159, 0.8745)  0.37
H (4.9534, -3.9179, 1.5475)  0.51
H (4.7724, -3.5409, -0.0715)  0.35
H (2.2074, -1.4059, 0.8215)  -1.17

Forces on atoms 1 to 6 (eV/Å):
C -1.605 -0.871 0.871
C 0.241 -3.688 0.986
O -0.177 2.173 1.145
O -0.556 0.899 -0.864
H 0.102 -1.008 -0.483
H -0.120 1.527 -0.926



Entry 2:
Here is a 12-piece molecular cluster, C62H136N12O18 overall at a distorted geometry from the OMol25 dataset. Energies are from ωB97M-V with the def2-TZVPD basis set.

E_LUMO in eV: -1.3
E_tot in hartree: -4454.0224
HOMO level in eV: -4.63

Last column: Mulliken charge in e.
Cartesian coordinates (Å):
C (-7.2094, -1.2701, -2.4769)  -1.45
C (-6.3242, -2.2626, -1.8005)  0.56
C (-6.6076, -2.0281, -0.2143)  -0.90
C (-5.8417, -0.8683, 0.3875)  -0.96
N (-6.2627, -0.4906, 1.8327)  0.51
C (-5.3063, 0.6105, 2.2157)  -0.38
C (-5.2763, 0.5900, 3.7934)  -0.77
C (-5.3314, -0.8857, 4.1291)  -0.61
C (-5.8886, -1.6400, 2.8782)  -0.49
C (-7.7552, -0.0411, 1.9212)  -0.92
H (-8.2420, -1.6191, -2.4797)  0.36
H (-7.0457, -1.1792, -3.5506)  0.41
H (-7.1122, -0.2442, -2.1216)  0.34
H (-5.3101, -1.8767, -1.9045)  -0.44
H (-6.1400, -3.2818, -2.1400)  0.31
H (-6.1307, -2.8700, 0.2875)  0.31
H (-7.6383, -2.1778, 0.1072)  0.47
H (-6.1282, 0.0058, -0.1973)  0.30
H (-4.7639, -1.0202, 0.3309)  0.73
H (-5.7671, 1.5918, 2.1025)  0.32
H (-4.2989, 0.5331, 1.8067)  0.12
H (-6.2571, 0.8890, 4.1631)  0.36
H (-4.5991, 1.3203, 4.2363)  0.41
H (-5.9331, -0.9857, 5.0325)  0.42
H (-4.2870, -1.1305, 4.3224)  0.19
H (-6.7604, -2.2555, 3.1000)  0.38
H (-5.1420, -2.2244, 2.3405)  0.34
H (-8.3776, -0.9308, 1.8250)  0.31
H (-7.8870, 0.7322, 1.1644)  0.32
H (-7.8837, 0.4631, 2.8790)  0.41
C (-1.6776, 2.3777, -10.6199)  -1.39
C (-1.5368, 1.5284, -9.3663)  -0.30
C (-2.6484, 1.8629, -8.3553)  -0.68
C (-2.2373, 1.1196, -7.0170)  -0.50
N (-3.2164, 1.4595, -5.8045)  0.63
C (-3.4684, 3.0056, -5.6050)  -0.70
C (-4.0114, 3.1291, -4.2071)  -1.03
C (-3.3497, 1.9655, -3.4174)  1.32
C (-2.5829, 1.0078, -4.4379)  0.30
C (-4.5366, 0.6234, -5.9752)  -0.96
H (-2.7296, 2.3753, -10.9050)  0.33
H (-0.8786, 2.3149, -11.3586)  0.40
H (-1.4537, 3.4098, -10.3498)  0.33
H (-0.5759, 1.8603, -8.9732)  0.34
H (-1.5367, 0.4792, -9.6617)  0.37
H (-3.6433, 1.5376, -8.6593)  0.35
H (-2.7841, 2.9291, -8.1740)  0.41
H (-1.2380, 1.4194, -6.7012)  0.42
H (-2.3212, 0.0435, -7.1685)  0.09
H (-4.2005, 3.2201, -6.3836)  0.51
H (-2.4956, 3.4708, -5.7636)  0.43
H (-5.0945, 3.0082, -4.2241)  0.36
H (-3.8185, 4.1513, -3.8815)  0.43
H (-4.0139, 1.4708, -2.7087)  -0.11
H (-2.5592, 2.3343, -2.7638)  -0.81
H (-2.6111, -0.0705, -4.2810)  -0.23
H (-1.6190, 1.5157, -4.4695)  -0.38
H (-4.3884, -0.4299, -5.7372)  0.14
H (-5.0286, 1.0010, -6.8716)  0.44
H (-5.1582, 0.9312, -5.1343)  0.42
C (5.7411, 0.8494, 6.4668)  -1.27
C (4.3332, 0.6433, 6.8852)  -0.50
C (3.4967, 1.9185, 6.9972)  0.02
C (2.0587, 1.4722, 7.2552)  -1.21
N (1.1168, 2.7049, 7.6035)  0.44
C (1.3760, 3.3022, 9.0509)  -0.56
C (0.0653, 3.9852, 9.4101)  -0.72
C (-0.9290, 2.9162, 8.9663)  -0.82
C (-0.3504, 2.2082, 7.7811)  -0.33
C (1.2134, 3.8607, 6.4930)  -1.63
C (0.9780, 3.3476, 5.0763)  2.18
C (0.7902, 4.6301, 4.1329)  -1.62
H (6.3815, 0.0112, 6.7414)  0.54
H (6.4167, 1.5413, 6.9697)  0.49
H (5.8585, 1.0306, 5.3984)  -0.10
H (4.2001, 0.0860, 7.8124)  0.43
H (3.9139, 0.0394, 6.0805)  0.23
H (3.5551, 2.5990, 6.1478)  0.09
H (3.8221, 2.5045, 7.8568)  0.27
H (1.9672, 0.7031, 8.0221)  0.72
H (1.5927, 0.9521, 6.4183)  0.31
H (2.2019, 4.0090, 9.1308)  0.37
H (1.5190, 2.4694, 9.7395)  0.42
H (-0.2404, 4.9108, 8.9223)  0.32
H (0.1369, 4.2500, 10.4650)  0.43
H (-1.9470, 3.3058, 8.9732)  0.41
H (-1.0557, 2.1439, 9.7250)  0.34
H (-0.8191, 2.5276, 6.8503)  0.08
H (-0.4521, 1.1240, 7.8289)  0.46
H (2.2444, 4.2135, 6.5186)  0.38
H (0.5490, 4.5677, 6.9898)  0.60
H (0.0122, 2.8519, 4.9786)  -0.55
H (1.8143, 2.8380, 4.5976)  -0.25
H (0.3394, 4.3368, 3.1848)  0.17
H (1.5988, 5.3452, 3.9819)  0.35
H (0.0067, 5.2359, 4.5880)  0.53
C (9.5561, -1.7731, -2.4194)  -1.13
C (9.6518, -1.9334, -0.8721)  -0.72
C (8.4916, -1.2136, -0.0721)  -0.23
C (8.7699, 0.1777, 0.4795)  -1.07
N (7.5972, 0.8762, 1.2989)  1.09
C (7.8377, 2.4448, 1.3173)  -0.07
C (8.4337, 2.8305, 2.6354)  -1.07
C (7.8241, 1.8699, 3.6192)  -0.19
C (7.7042, 0.5298, 2.8154)  -0.75
C (6.1218, 0.5655, 0.8465)  -1.04
C (5.7913, 0.8628, -0.5571)  -0.07
C (5.3629, 2.3471, -0.8231)  -1.69
H (10.5486, -1.8335, -2.8660)  0.35
H (9.1019, -0.8259, -2.7105)  0.30
H (8.6983, -2.4234, -2.5912)  0.30
H (10.5983, -1.4912, -0.5612)  0.41
H (9.5367, -2.9717, -0.5611)  0.32
H (8.1475, -1.7630, 0.8042)  0.42
H (7.5753, -1.2083, -0.6624)  0.04
H (8.8123, 0.7605, -0.4407)  0.36
H (9.7308, 0.3789, 0.9531)  0.53
H (6.7945, 2.7145, 1.1527)  -0.18
H (8.4318, 2.8165, 0.4825)  0.25
H (8.2915, 3.8293, 3.0482)  0.41
H (9.5103, 2.7400, 2.4911)  0.47
H (6.8821, 2.2052, 4.0530)  0.01
H (8.3500, 1.7417, 4.5653)  0.53
H (6.8853, -0.0797, 3.1976)  0.38
H (8.5480, -0.1528, 2.9166)  0.47
H (5.6103, 1.2466, 1.5266)  0.54
H (5.7442, -0.4091, 1.1557)  0.28
H (4.8615, 0.3015, -0.6500)  0.29
H (6.5239, 0.6387, -1.3324)  0.45
H (6.2877, 2.9152, -0.9242)  0.46
H (4.8765, 2.8506, 0.0124)  0.20
H (4.7783, 2.4922, -1.7315)  0.48
C (-0.7367, 5.8915, -1.0946)  -1.41
C (0.1999, 4.6564, -1.0948)  -0.12
C (-0.2947, 3.4150, -0.2829)  0.21
C (0.9806, 2.4629, -0.4178)  -1.20
N (0.7579, 1.0985, 0.3872)  1.45
C (0.8682, 1.2229, 1.9157)  -0.55
C (1.3258, -0.1022, 2.5014)  -0.21
C (2.2351, -0.6945, 1.3922)  0.30
C (2.1053, 0.2157, 0.2036)  -0.43
C (-0.5438, 0.2794, 0.0736)  -1.28
C (-0.7876, 0.0457, -1.4780)  1.41
C (-1.8988, -0.9413, -1.6505)  -1.24
H (-0.9641, 6.0473, -0.0400)  0.27
H (-1.6123, 5.5513, -1.6475)  0.15
H (-0.4219, 6.8883, -1.4036)  0.49
H (1.1562, 5.0501, -0.7506)  0.46
H (0.2827, 4.3412, -2.1350)  -0.01
H (-1.1776, 3.0247, -0.7893)  -0.22
H (-0.5500, 3.5222, 0.7713)  0.27
H (1.8438, 2.9780, 0.0036)  0.62
H (1.2316, 2.1627, -1.4351)  0.34
H (0.0452, 1.8139, 2.3175)  0.31
H (1.6459, 1.9481, 2.1550)  -0.13
H (0.5773, -0.8315, 2.8110)  0.16
H (1.8954, 0.1135, 3.4054)  0.18
H (1.9709, -1.7111, 1.1011)  -0.35
H (3.2954, -0.7239, 1.6432)  -0.09
H (1.8153, -0.2918, -0.7164)  0.51
H (2.9396, 0.8802, -0.0208)  -0.17
H (-1.3649, 0.7918, 0.5750)  0.28
H (-0.4013, -0.6114, 0.6854)  0.61
H (0.0390, -0.6016, -1.7709)  0.08
H (-0.8173, 0.9505, -2.0851)  -0.70
H (-1.8194, -1.2916, -2.6797)  0.45
H (-2.8956, -0.5033, -1.7020)  -0.45
H (-1.9821, -1.8057, -0.9918)  0.66
C (0.5110, -5.2671, -0.2698)  -1.38
C (-0.9364, -5.0584, -0.8250)  -0.07
C (-1.4775, -6.2984, -1.5748)  -0.86
C (-2.9147, -6.0008, -2.0981)  -0.88
N (-3.4816, -7.1120, -3.0851)  0.20
C (-2.7766, -7.1639, -4.5091)  -0.77
C (-3.3896, -6.0457, -5.3110)  -0.21
C (-4.7750, -5.7825, -4.7515)  -0.48
C (-4.8893, -6.8601, -3.5811)  -0.61
C (-3.3268, -8.4992, -2.3901)  -1.08
C (-4.0494, -8.7524, -1.0907)  -0.25
C (-4.2986, -10.2488, -0.8104)  -1.50
H (0.3934, -5.9317, 0.5861)  0.38
H (1.0117, -4.3765, 0.1102)  0.22
H (1.1744, -5.8832, -0.8768)  0.38
H (-0.9807, -4.2672, -1.5734)  0.18
H (-1.5214, -4.7887, 0.0543)  0.37
H (-1.4616, -7.2450, -1.0346)  0.46
H (-0.8638, -6.4692, -2.4592)  0.31
H (-3.0383, -5.0506, -2.6176)  0.63
H (-3.6124, -6.1884, -1.2819)  0.37
H (-2.9338, -8.1475, -4.9518)  0.45
H (-1.6896, -7.1014, -4.4578)  0.50
H (-3.4444, -6.4667, -6.3149)  0.42
H (-2.8359, -5.1082, -5.3624)  -0.10
H (-5.5202, -5.9548, -5.5281)  0.48
H (-4.8210, -4.7467, -4.4152)  0.00
H (-5.2129, -7.8211, -3.9809)  0.37
H (-5.4270, -6.5819, -2.6747)  0.49
H (-2.2561, -8.6045, -2.2150)  0.64
H (-3.6444, -9.2403, -3.1236)  0.58
H (-5.0334, -8.2867, -1.1443)  0.29
H (-3.6346, -8.3746, -0.1561)  0.31
H (-4.7461, -10.8709, -1.5855)  0.37
H (-4.7739, -10.3796, 0.1618)  0.39
H (-3.3466, -10.7326, -0.5917)  0.39
N (5.2273, -3.0559, -0.5663)  1.16
O (5.2165, -2.7535, 0.5638)  -0.69
O (6.1919, -3.0467, -1.2497)  -0.68
O (4.1880, -3.2779, -1.1750)  -0.73
N (1.0087, 2.4240, -4.1909)  1.18
O (1.9051, 3.0159, -3.5954)  -0.71
O (1.1727, 1.2120, -4.2941)  -0.68
O (0.0840, 3.0670, -4.6942)  -0.65
N (-1.7859, 0.5900, 4.2536)  1.17
O (-1.0449, 0.3910, 5.2119)  -0.71
O (-2.1858, 1.7020, 3.9484)  -0.74
O (-1.9345, -0.2822, 3.4506)  -0.65
N (0.0310, 10.7081, -1.3259)  1.02
O (1.1594, 11.2158, -1.3693)  -0.68
O (-1.0054, 11.3993, -1.2947)  -0.70
O (-0.1006, 9.5421, -1.2723)  -0.65
N (-2.1057, -2.5729, -6.0219)  0.89
O (-2.8114, -2.4983, -7.0138)  -0.67
O (-2.5605, -2.5026, -4.9259)  -0.46
O (-0.9323, -2.5138, -6.1655)  -0.68
N (4.5879, 3.9160, 2.8091)  0.85
O (5.7412, 4.3316, 3.0746)  -0.68
O (3.7906, 4.7381, 2.3458)  -0.69
O (4.3895, 2.7208, 2.8385)  -0.50

Forces on atoms 1 to 6 (eV/Å):
C -1.088 -0.526 -2.153
C 1.253 2.196 2.780
C 1.492 -2.926 -0.184
C -2.029 0.818 -0.369
N 0.817 -0.691 -0.172
C -0.778 1.639 2.998